(1)
Formula: C53H46FMnO2P2Si
Source: the Open Molecules 2025 dataset
Level of theory: wB97M-V/def2-TZVPD

ORCA input file:
```
! wB97M-V def2-TZVPD RIJCOSX def2/J DEFGRID3
* xyz 1 4
Mn -0.53 0.25 0.03
C -3.84 -1.80 0.36
Si -1.97 -1.68 0.05
C -1.26 -2.68 1.50
C -1.27 -4.07 1.64
C -0.90 -4.67 2.83
C -0.52 -3.89 3.92
C -0.49 -2.51 3.80
C -0.84 -1.92 2.59
P -0.79 -0.12 2.32
C 0.70 0.49 3.17
C 1.81 -0.31 3.42
C 2.92 0.23 4.05
C 2.93 1.56 4.43
C 1.83 2.37 4.17
C 0.72 1.84 3.54
C -2.12 0.53 3.39
C -1.93 0.63 4.77
C -2.97 1.08 5.57
C -4.19 1.43 5.01
C -4.38 1.31 3.64
C -3.34 0.87 2.83
C -1.78 -2.50 -1.66
C -2.26 -3.78 -1.91
C -2.40 -4.25 -3.21
C -2.15 -3.40 -4.28
C -1.69 -2.12 -4.05
C -1.43 -1.68 -2.75
P -0.69 -0.06 -2.37
C -1.72 1.13 -3.27
C -1.20 2.39 -3.56
C -1.98 3.34 -4.19
C -3.30 3.04 -4.53
C -3.82 1.79 -4.23
C -3.04 0.84 -3.60
C 0.90 0.06 -3.30
C 1.01 -0.37 -4.62
C 2.21 -0.23 -5.30
C 3.31 0.33 -4.68
C 3.20 0.78 -3.37
C 2.00 0.66 -2.70
H -4.07 -2.85 0.52
H -4.43 -1.45 -0.49
H -4.15 -1.25 1.26
H -1.58 -4.69 0.81
H -0.90 -5.75 2.92
H -0.25 -4.36 4.86
H -0.19 -1.90 4.65
H 1.81 -1.35 3.12
H 3.79 -0.40 4.24
H 3.80 1.97 4.94
H 1.85 3.41 4.46
H -0.14 2.46 3.33
H -0.98 0.38 5.22
H -2.82 1.16 6.64
H -4.99 1.79 5.64
H -5.33 1.58 3.21
H -3.48 0.80 1.76
H -2.56 -4.41 -1.08
H -2.73 -5.27 -3.38
H -2.34 -3.73 -5.29
H -1.59 -1.44 -4.89
H -0.17 2.62 -3.31
H -1.57 4.31 -4.43
H -3.91 3.78 -5.03
H -4.84 1.56 -4.50
H -3.45 -0.14 -3.37
H 0.17 -0.80 -5.14
H 2.27 -0.55 -6.34
H 4.25 0.43 -5.21
H 4.06 1.22 -2.87
H 1.92 1.10 -1.72
C 7.44 -0.71 -0.46
C 5.97 -0.52 -0.21
C 5.10 -1.60 -0.25
C 3.74 -1.46 -0.03
C 2.92 -2.73 -0.13
C 3.22 -0.17 0.24
C 4.10 0.94 0.31
C 3.65 2.33 0.63
C 5.45 0.73 0.09
C 1.77 0.05 0.36
O 1.25 1.21 0.33
O 0.95 -0.93 0.40
H 7.63 -1.61 -1.03
H 7.97 -0.79 0.49
H 7.86 0.14 -1.00
H 5.49 -2.58 -0.48
H 3.59 -3.57 -0.33
H 2.19 -2.68 -0.93
H 2.38 -2.93 0.79
H 3.10 2.77 -0.21
H 4.51 2.97 0.83
H 2.99 2.35 1.49
H 6.12 1.58 0.14
F -4.27 5.11 -0.15
C -3.51 4.01 -0.12
C -2.18 4.12 0.24
C -1.40 2.98 0.27
C -1.92 1.72 -0.06
C -3.27 1.66 -0.42
C -4.07 2.79 -0.45
H -1.76 5.09 0.48
H -0.35 3.08 0.55
H -3.73 0.71 -0.67
H -5.11 2.74 -0.73
*
```

Summary:
Maximum force = 1.83 eV Å⁻¹
Energy = -120292.805 eV
Relative energy (zero: lowest compared OMol25 entry of this formula, charge and spin) = 0.221 eV
Molar mass = 878.92 Da
Orbital gap (alpha / beta) = 7.84 / 8.22 eV

Here are the Löwdin charges for atoms 1 to 8, given in e: atom 1 (Mn): 0.47, atom 2 (C): -0.16, atom 3 (Si): 0.69, atom 4 (C): -0.27, atom 5 (C): -0.07, atom 6 (C): -0.06, atom 7 (C): -0.06, atom 8 (C): -0.07

(2)
Formula: C2H8N2
Source: the Open Molecules 2025 dataset
Level of theory: wB97M-V/def2-TZVPD

ORCA input file:
```
! wB97M-V def2-TZVPD RIJCOSX def2/J DEFGRID3
* xyz 0 1
N -1.87 -1.68 1.82
H -1.70 -2.46 1.21
H -2.44 -1.97 2.59
H -1.04 -1.27 2.22
C 1.80 1.39 -0.99
C 0.98 0.40 -0.65
N -0.37 0.40 -0.72
H 1.49 2.32 -1.38
H 2.87 1.29 -0.87
H 1.47 -0.50 -0.30
H -0.93 1.20 -1.00
H -0.82 -0.47 -0.32
*
```

Summary:
Maximum force = 3.12 eV Å⁻¹
SMILES = C=CN.N
Energy = -5183.151 eV
Relative energy (zero: lowest compared OMol25 entry of this formula, charge and spin) = 0.587 eV
Molar mass = 60.10 Da
Orbital gap = 8.65 eV

Here are the Löwdin charges for atoms 1 to 8, given in e: atom 1 (N): 0.01, atom 2 (H): 0.00, atom 3 (H): 0.00, atom 4 (H): 0.01, atom 5 (C): -0.05, atom 6 (C): -0.35, atom 7 (N): 0.03, atom 8 (H): 0.02